1.
Molecular formula: C7H9N2
Method: DFT, ωB97M-V/def2-TZVPD

* LUMO: -2.86 eV
* relative energy (zero: lowest compared OMol25 entry of this formula, charge and spin): 56.68 kcal/mol
* charge: +1
* highest occupied orbital energy: -13.6 eV
* frontier orbital gap: 10.7 eV

Each line ends with the Löwdin charge.
Positions of all 18 atoms, in Å:
C: 2.34447 -0.79365 0.87337  0.221
N: -1.52534 -0.13051 0.06025  -0.167
C: -0.77483 -0.90401 0.80789  -0.027
C: 2.76484 0.05175 -0.03918  -0.102
C: -2.91391 -0.15360 0.02134  -0.018
H: -3.39859 0.55307 0.84451  0.158
H: -3.25397 0.17849 -0.97662  0.113
H: 2.06690 1.81310 -0.43679  0.134
H: -1.27424 -1.37120 1.71680  0.191
H: 3.86724 0.23808 -0.03717  0.158
H: 2.06267 0.62666 -1.84756  0.134
N: 0.52205 -0.60488 0.53205  0.107
H: -1.27548 1.35401 -1.44611  0.188
C: 0.51007 0.35586 -0.38923  -0.253
H: -3.22570 -1.16693 0.21346  0.098
C: 1.83817 0.86594 -0.84209  -0.057
C: -0.75705 0.65381 -0.68803  0.008
H: 2.42272 -1.56600 1.63309  0.114

2.
Molecular formula: C20H64LiN12O20
Method: DFT, ωB97M-V/def2-TZVPD

* LUMO: 1.77 eV
* charge: -1
* highest occupied orbital energy: -6.4 eV
* frontier orbital gap: 8.1 eV

Each line ends with the Löwdin charge.
Positions of all 117 atoms, in Å:
C: -0.86443 1.64710 1.52662  -0.293
O: 3.02592 0.75493 1.23130  -0.079
C: 1.18899 -3.49425 -1.68244  -0.243
H: -5.91024 -2.79712 1.56232  0.119
N: 5.93626 -2.98371 -1.99753  0.164
O: -6.62966 1.76610 -1.24897  -0.070
C: -1.11931 1.25568 5.65668  -0.744
H: 1.40403 -1.27311 4.93326  0.094
H: 2.45516 -3.55709 2.22829  0.085
H: -0.54068 1.02960 3.87866  0.068
H: 2.84221 -1.42222 -5.67686  0.093
H: 2.94521 3.25914 -0.04855  0.086
O: -2.87970 -2.91513 0.13820  -0.123
H: 2.23562 1.89851 -2.35072  0.091
C: 0.43840 -3.08776 -5.01512  -0.241
H: -2.23730 -0.03913 -1.44802  0.081
H: -2.62505 2.84402 -0.74144  0.086
H: -6.57665 3.27532 0.18785  0.118
H: 4.07863 1.68743 -3.98708  0.107
C: -0.95656 0.05172 -2.93167  -0.684
H: -2.79496 0.81471 2.17520  0.112
N: 1.96869 3.40032 -0.20625  0.172
C: 0.42388 -3.12458 -0.42188  -0.178
H: -4.31918 -4.45773 0.47239  0.114
C: 3.54954 1.25579 2.41852  -0.251
O: -2.30049 1.29206 5.38634  0.038
H: -1.58966 1.17731 7.44285  0.097
O: 2.46696 -2.79697 2.81678  -0.085
O: 6.36852 -3.42479 0.18058  0.049
H: 0.51217 -1.94155 2.85770  0.112
O: -2.79588 4.94504 0.20242  0.051
H: 0.51938 -4.18208 -2.20164  0.116
O: 2.39081 -4.19458 -1.31874  -0.067
N: -0.74704 1.40274 6.94781  0.146
C: -5.91765 2.61113 -0.36517  -0.256
H: -0.65426 2.19124 2.44969  0.097
C: 1.21805 -2.33961 4.78817  -0.248
N: -2.20368 0.20582 -2.45916  0.204
C: -5.10329 1.78553 0.59658  -0.200
H: 1.61223 -2.96466 -6.82486  0.136
H: -6.30721 0.88096 -1.10201  0.058
H: 0.21853 -2.50445 5.20927  0.125
H: 2.05618 0.92738 1.29557  0.028
H: -0.65475 -2.97471 -0.63558  0.109
H: -3.03408 0.51129 -2.90445  0.098
H: -3.62007 -3.86563 1.88870  0.102
H: 0.64469 -3.72861 3.28345  0.132
O: -4.45121 -1.30772 1.81816  -0.095
H: 3.05483 3.29047 1.84616  0.103
H: -1.24828 0.04383 -4.87609  0.103
H: 1.64411 -1.99098 0.75580  0.060
H: -3.72016 -0.90538 1.28621  0.026
O: 1.62160 2.48110 2.98270  -0.090
H: 3.40409 3.15389 3.58289  0.119
H: -5.18873 3.09965 -0.99395  0.092
O: 0.37537 1.28063 0.90501  -0.414
O: 2.59846 5.57140 -0.00633  -0.006
N: -0.56908 0.29882 -4.17813  0.179
O: -2.06131 -0.25425 0.44005  -0.423
H: 1.54999 2.68860 0.36090  0.032
O: 1.89890 -1.23453 -5.60371  -0.059
H: 4.08102 -1.60816 -0.90163  0.069
H: -1.42096 2.31623 0.84946  0.088
H: 1.52185 0.49132 -1.95370  0.075
H: 6.59451 -3.66693 -2.28368  0.087
H: -2.16947 3.29901 -2.39343  0.115
H: -5.73971 1.22039 1.28222  0.120
H: 4.82336 0.09728 -3.97955  0.105
N: 0.59003 5.17621 0.48108  0.189
H: -3.61695 0.47520 -0.00811  0.039
C: 1.09807 -2.73369 3.33422  -0.196
C: 1.10335 -2.30945 -6.08671  -0.254
H: 0.82435 1.10123 5.00612  0.099
H: 0.55745 6.17068 0.38415  0.109
H: 0.24680 -1.90257 -6.61510  0.109
H: 3.17791 0.60274 3.25241  0.122
H: -5.18308 -2.06046 0.03354  0.108
C: 3.18850 0.22824 -2.88349  -0.683
O: -0.62304 -3.97448 -5.48458  -0.073
H: -2.67699 5.64658 -2.85670  0.083
O: 3.23020 -0.98272 -2.57765  -0.024
O: 2.22126 -3.15908 5.40224  -0.070
C: 1.76475 4.68731 0.13675  -0.729
H: -1.43741 -0.18596 2.45293  0.093
H: -2.99083 6.57242 -1.45156  0.104
H: -2.49756 -2.09993 0.56564  0.051
H: 1.28265 2.11185 2.14568  0.006
H: 2.90020 -3.12377 4.71657  0.063
C: 2.97197 2.63094 2.74223  -0.255
H: 0.34005 -0.16814 -4.28888  0.082
H: 5.12565 -2.84410 -2.58213  0.081
N: -2.60075 5.73498 -1.86821  0.148
H: 1.06536 -3.70640 -4.35943  0.116
O: -4.44119 0.92689 -0.37357  -0.145
N: -0.15018 0.99678 4.81068  0.195
N: 2.12377 0.94653 -2.61906  0.204
H: -0.01084 -2.38839 -4.28644  0.106
C: -5.01307 -2.39913 1.04888  -0.220
H: 4.78109 -1.91351 0.72288  0.104
H: 4.63452 1.22901 2.43164  0.115
H: 1.31305 -2.59838 -2.29693  0.088
C: -2.67679 4.72065 -0.96374  -0.780
O: 0.94058 -1.85689 0.09423  -0.131
N: -2.57241 3.52583 -1.49456  0.187
N: 4.70022 -2.11166 -0.25520  0.166
C: -3.96428 -3.50850 0.92132  -0.218
H: 3.05077 -3.53305 -1.06212  0.038
H: 0.55525 -3.92660 0.30937  0.120
C: -1.86615 0.47081 1.69507  -0.286
Li: -0.23717 -0.05828 0.04750  0.560
H: 0.15655 1.40048 7.35894  0.085
H: -0.26112 4.63964 0.58656  0.089
C: 5.73146 -2.88086 -0.65867  -0.747
O: -0.12038 -0.37801 -2.14696  -0.034
N: 4.13710 0.74706 -3.65129  0.180
H: -4.34700 2.38209 1.11729  0.118
H: -1.24319 -3.48622 -6.05329  0.080

3.
Molecular formula: C4H9N2
Method: DFT, ωB97M-V/def2-TZVPD

* LUMO: -4.02 eV
* relative energy (zero: lowest compared OMol25 entry of this formula, charge and spin): 135.11 kcal/mol
* charge: +1
* highest occupied orbital energy: -12.5 eV
* frontier orbital gap: 8.4 eV

Each line ends with the Löwdin charge.
Positions of all 15 atoms, in Å:
H: 2.90082 0.17705 0.71019  0.170
H: -0.27063 -0.16146 1.62268  0.152
H: -0.14933 -1.23763 -1.27467  0.152
N: 2.38196 -0.30123 -0.02231  0.200
H: -3.20514 1.07987 0.57911  0.102
H: 1.36473 1.43525 -0.56370  0.169
N: -0.95817 0.74601 -0.23667  0.022
H: 2.96062 -0.25444 -0.91825  0.207
C: 0.02179 0.18185 0.64556  -0.204
H: -3.01114 0.02774 -0.87555  0.034
C: 1.14274 0.40451 -0.27106  -0.239
H: 2.25317 -1.39824 0.24774  0.260
C: -0.08839 -0.32762 -0.69648  -0.159
C: -2.66786 0.14843 0.10480  0.086
H: -2.67515 -0.52011 0.94860  0.048

4.
Molecular formula: C5H40N2O14
Method: DFT, ωB97M-V/def2-TZVPD

* LUMO: -5.12 eV
* relative energy (zero: lowest compared OMol25 entry of this formula, charge and spin): 94.71 kcal/mol
* charge: +2
* highest occupied orbital energy: -13.4 eV
* frontier orbital gap: 8.3 eV

Each line ends with the Löwdin charge.
Positions of all 61 atoms, in Å:
H: 1.94602 4.61964 0.17069  0.100
H: -4.26219 0.02339 -0.09239  0.085
H: 3.88592 2.26928 -0.27167  0.116
N: -1.06114 -3.19103 1.30343  0.159
C: -0.96729 2.50640 -1.32919  -0.194
O: 2.36505 2.20556 -2.93904  -0.052
H: -3.57068 -0.14879 -1.39331  0.054
H: 4.83264 -1.49864 0.92802  0.067
H: -3.05862 1.14911 3.70853  0.051
H: 1.62358 4.37920 1.57446  0.115
H: 0.11392 -0.06251 -3.48649  0.027
H: -2.96062 -1.30845 0.49953  0.019
C: -0.36866 -0.91749 2.13988  -0.161
H: 1.76823 -4.80354 -0.72625  0.053
O: 0.89362 -0.63028 -3.37759  -0.046
H: -2.40524 0.78990 -2.51395  0.014
H: -1.34808 -2.59050 0.52453  0.073
H: -0.87968 3.04467 -0.37897  0.125
O: -2.27540 2.39663 -1.81339  -0.058
H: -3.63142 -1.22634 1.87183  0.058
H: 2.26810 0.92348 2.15624  0.083
H: 2.26337 2.17334 -3.89449  0.050
H: 0.76904 -1.08051 -4.22475  0.070
O: 4.40352 -0.98615 1.62022  -0.032
H: -1.67614 -2.81165 -2.39399  0.068
O: -3.30347 1.23814 2.78035  -0.048
H: -0.93776 -1.54248 -1.73774  -0.026
O: 2.94732 1.52627 2.49587  0.063
O: -2.48877 -0.12200 -2.87457  -0.064
H: -2.99622 -0.14039 -3.68991  0.079
O: -1.17070 -2.44521 -1.67210  -0.025
N: -0.56217 1.12046 -1.05014  0.005
H: -0.12546 -2.78376 3.16662  0.125
H: 0.53161 -0.66758 2.70963  0.091
C: -0.27812 -0.61663 0.65121  -0.146
H: -0.40400 2.89727 -2.17355  0.135
H: -1.79141 -3.87940 1.45953  0.168
O: 3.85520 2.73336 0.57861  0.125
H: -2.99702 2.19872 -1.20776  0.089
H: 3.75628 -1.62045 1.94666  0.055
H: -4.07581 1.80864 2.80206  0.052
H: 2.61213 1.33592 -2.64423  -0.015
O: -3.39632 0.19536 -0.49429  -0.069
C: -0.91246 -2.33648 2.56411  -0.099
H: 1.94509 -0.13971 -0.84936  0.035
H: -1.13818 -0.22176 2.51705  0.096
H: 3.22482 0.10732 -0.00014  0.027
H: 0.73443 -4.14163 -1.67749  0.028
H: -0.12601 -3.52327 1.06211  0.130
O: 1.17106 -4.05772 -0.83571  -0.052
O: 2.54635 0.54433 -0.53414  -0.045
H: 3.54316 2.07478 1.39890  0.056
H: 0.20228 -1.38036 0.06136  0.081
H: 0.04892 0.70065 -1.72209  0.074
H: -1.38620 1.32452 0.64849  0.128
O: 1.61284 3.90933 0.72109  0.034
H: 2.93136 3.22810 0.71657  0.068
C: -0.76785 0.55607 0.18086  -0.142
O: -3.18068 -1.84233 1.28288  -0.060
H: 3.64140 0.98645 2.89117  0.103
H: -1.93350 -2.24925 2.86621  0.095

5.
Molecular formula: C6H19N3
Method: DFT, ωB97M-V/def2-TZVPD

* LUMO: 0.90 eV
* relative energy (zero: lowest compared OMol25 entry of this formula, charge and spin): 95.52 kcal/mol
* highest occupied orbital energy: -6.7 eV
* frontier orbital gap: 7.6 eV

Each line ends with the Löwdin charge.
Positions of all 28 atoms, in Å:
H: 3.61319 1.49695 -1.50805  0.073
H: 2.31250 2.05507 -0.44543  0.068
H: 2.33331 -0.20286 1.67023  0.076
H: -0.74738 -1.31338 1.79091  0.059
C: -1.78527 -0.77650 -0.01652  -0.482
C: -0.74809 1.54984 0.29712  -0.167
H: -1.64444 1.80699 0.86188  -0.030
C: -3.05472 -0.17785 -0.55737  -0.062
C: -1.75735 -1.08767 1.45494  -0.061
H: 3.61157 1.03263 0.18936  0.062
H: -2.38101 -1.97415 1.62766  0.088
H: 0.05076 2.15911 0.74497  -0.031
H: 1.54123 0.18146 -1.92040  0.116
N: 1.20685 -0.42932 0.01858  -0.195
N: 1.76323 -0.92142 1.23347  0.047
H: 0.34221 -1.15144 -0.39125  0.083
H: -0.89034 1.90879 -0.72804  -0.021
C: 2.96858 1.21457 -0.67431  -0.090
H: -2.90752 0.22988 -1.55794  0.080
H: 2.80538 -0.86579 -1.27369  0.110
H: -1.16347 -1.31717 -1.77699  0.076
H: -2.15729 -0.26551 2.04348  0.075
C: 2.14935 -0.02028 -1.03527  -0.240
H: -3.81641 -0.96354 -0.61550  0.089
N: -0.97062 -1.45924 -0.78851  0.061
H: 0.40936 0.40690 0.23198  0.059
H: 2.35297 -1.72533 1.03574  0.083
H: -3.43659 0.60926 0.08892  0.072

6.
Molecular formula: CH4O2
Method: DFT, ωB97M-V/def2-TZVPD

* LUMO: 0.58 eV
* relative energy (zero: lowest compared OMol25 entry of this formula, charge and spin): 29.76 kcal/mol
* highest occupied orbital energy: -9.9 eV
* frontier orbital gap: 10.5 eV
* structure (SMILES): C=O.O

Each line ends with the Löwdin charge.
Positions of all 7 atoms, in Å:
O: 0.05840 -0.06185 0.25125  -0.083
O: -0.18835 -0.82853 -1.65542  -0.119
H: -0.83071 -0.89045 -0.91259  0.034
C: 0.14042 0.89233 1.01291  -0.066
H: 1.17279 1.21719 1.28520  0.088
H: 0.34460 -1.65326 -1.59187  0.054
H: -0.69715 1.32457 1.61049  0.090

> Among the records above, which one has the lowest highest occupied orbital energy?

C7H9N2

> Among the records above, which one has the highest highest occupied orbital energy?

C20H64LiN12O20

> Which of these has the lowest LUMO?

C5H40N2O14

Copy entry 1 word for word.
Molecular formula: C7H9N2
Method: DFT, ωB97M-V/def2-TZVPD

* LUMO: -2.86 eV
* relative energy (zero: lowest compared OMol25 entry of this formula, charge and spin): 56.68 kcal/mol
* charge: +1
* highest occupied orbital energy: -13.6 eV
* frontier orbital gap: 10.7 eV

Each line ends with the Löwdin charge.
Positions of all 18 atoms, in Å:
C: 2.34447 -0.79365 0.87337  0.221
N: -1.52534 -0.13051 0.06025  -0.167
C: -0.77483 -0.90401 0.80789  -0.027
C: 2.76484 0.05175 -0.03918  -0.102
C: -2.91391 -0.15360 0.02134  -0.018
H: -3.39859 0.55307 0.84451  0.158
H: -3.25397 0.17849 -0.97662  0.113
H: 2.06690 1.81310 -0.43679  0.134
H: -1.27424 -1.37120 1.71680  0.191
H: 3.86724 0.23808 -0.03717  0.158
H: 2.06267 0.62666 -1.84756  0.134
N: 0.52205 -0.60488 0.53205  0.107
H: -1.27548 1.35401 -1.44611  0.188
C: 0.51007 0.35586 -0.38923  -0.253
H: -3.22570 -1.16693 0.21346  0.098
C: 1.83817 0.86594 -0.84209  -0.057
C: -0.75705 0.65381 -0.68803  0.008
H: 2.42272 -1.56600 1.63309  0.114